DFT (wB97M-V/def2-TZVPD) results for C38H49F5IrNO3SSe as an isolated structure at a distorted geometry.

HOMO energy (alpha / beta)   -0.2752 / -0.2752 Eh
Multiplicity   1
Energy relative to the best compared isomer or geometry (same formula, charge and spin)   152.5 kJ/mol
Kohn-Sham gap (alpha / beta)   6.42 / 6.42 eV
Net charge   0

Structure (XYZ):
```
99
Properties=species:S:1:pos:R:3:lowdin_charge:R:1
Ir 1.704 -0.314 -0.786 1.0825
C -2.061 5.224 -3.451 -0.0462
C -2.059 5.415 -1.925 -0.5595
C -3.485 5.233 -1.381 -0.0468
C -1.619 6.849 -1.626 -0.0667
C -1.137 4.376 -1.292 -0.1709
C -1.376 3.027 -1.500 -0.0756
C -0.531 2.076 -0.962 -0.3764
Se -0.776 0.240 -1.503 1.2256
C -1.521 -0.783 -0.052 -0.3743
C -2.860 -1.119 -0.157 -0.0857
C -3.440 -1.982 0.757 -0.1779
C -2.634 -2.398 1.816 0.0186
C -1.281 -2.111 1.942 -0.0780
C -0.650 -1.366 0.901 -0.3660
O 0.639 -1.274 0.793 -0.2559
C -0.538 -2.736 3.141 -0.5254
C -1.364 -2.529 4.421 -0.0545
C -0.383 -4.240 2.860 -0.0372
C 0.852 -2.152 3.436 -0.0560
C -4.870 -2.475 0.548 -0.5589
C -5.865 -1.314 0.692 -0.0467
C -4.991 -3.072 -0.865 -0.0501
C -5.262 -3.559 1.556 -0.0664
C 0.612 2.397 -0.214 -0.3690
O 1.406 1.462 0.255 -0.2575
C 0.860 3.781 0.013 -0.0766
C -0.019 4.709 -0.528 0.0359
C 2.127 4.223 0.753 -0.5323
C 2.193 5.742 0.930 -0.0716
C 2.192 3.592 2.155 -0.0396
C 3.355 3.793 -0.071 -0.0341
H -2.658 6.008 -3.924 0.0832
H -2.481 4.259 -3.737 0.0767
H -1.044 5.282 -3.840 0.0919
H -4.158 5.957 -1.845 0.0839
H -3.500 5.391 -0.302 0.0899
H -3.869 4.233 -1.584 0.0762
H -2.315 7.543 -2.099 0.0841
H -0.622 7.051 -2.023 0.0883
H -1.623 7.051 -0.553 0.0871
H -2.220 2.692 -2.094 0.1033
H -3.442 -0.708 -0.974 0.1019
H -3.080 -3.021 2.578 0.0910
H -2.319 -3.053 4.395 0.0705
H -1.559 -1.467 4.574 0.0944
H -0.806 -2.905 5.282 0.0836
H -1.358 -4.722 2.781 0.0813
H 0.177 -4.727 3.664 0.0843
H 0.150 -4.390 1.919 0.0752
H 0.783 -1.090 3.677 0.0951
H 1.524 -2.260 2.593 0.0517
H 1.278 -2.677 4.295 0.0812
H -5.625 -0.496 0.011 0.0778
H -5.852 -0.928 1.713 0.0881
H -6.876 -1.663 0.469 0.0836
H -4.909 -2.304 -1.635 0.0760
H -5.961 -3.561 -0.979 0.0823
H -4.207 -3.811 -1.037 0.0914
H -5.230 -3.176 2.577 0.0830
H -4.606 -4.428 1.477 0.0893
H -6.284 -3.886 1.358 0.0839
H 0.192 5.755 -0.362 0.0859
H 1.354 6.110 1.524 0.0893
H 2.207 6.261 -0.030 0.0841
H 3.115 5.994 1.456 0.0844
H 1.332 3.904 2.752 0.0903
H 3.103 3.914 2.665 0.0827
H 2.194 2.509 2.094 0.0686
H 3.320 4.242 -1.066 0.0921
H 3.393 2.711 -0.183 0.0690
H 4.269 4.123 0.428 0.0835
F 2.108 -5.245 -5.597 0.1263
C 2.163 -4.046 -5.021 -0.1456
C 1.751 -3.877 -3.713 -0.1462
F 1.322 -4.925 -3.007 0.1193
C 1.801 -2.626 -3.131 -0.2216
F 1.384 -2.519 -1.848 -0.0120
C 2.265 -1.497 -3.800 -0.5376
S 2.352 0.092 -3.115 0.6243
C 2.688 -1.707 -5.116 -0.2461
F 3.156 -0.676 -5.821 0.0880
C 2.627 -2.945 -5.724 -0.1430
F 3.021 -3.091 -6.987 0.1280
C 4.848 -3.697 2.010 -0.0288
N 4.031 -3.118 0.955 -0.1116
C 2.905 -3.912 0.467 -0.0125
C 4.235 -1.897 0.456 -0.4601
C 5.257 -1.012 1.114 0.0321
O 3.588 -1.487 -0.529 -0.1283
H 4.635 -4.761 2.065 0.0929
H 4.627 -3.249 2.981 0.1020
H 5.910 -3.579 1.802 0.0880
H 2.480 -4.473 1.297 0.0862
H 3.215 -4.606 -0.317 0.1063
H 2.144 -3.246 0.071 0.0568
H 6.180 -1.534 1.351 0.0775
H 4.834 -0.615 2.039 0.1047
H 5.465 -0.184 0.443 0.0943
```